The following is a DFT calculation (wB97M-V/def2-TZVPD) of a structure of composition C27H21AsBrF6N2O3PdS at a distorted geometry.

For the energy above the lowest of the compared OMol25 structures with the same formula, charge and spin, the calculation gives 1.697 eV. The value obtained for the largest force on an atom is 1.1 eV/Å. As for the energy: -7311.8668 Ha. Its gap between HOMO and LUMO (alpha / beta) is 0.2800 / 0.2349 Eh. The value obtained for the HOMO energy (alpha / beta) is -9.047 / -9.100 eV. The spin multiplicity is 2.

Each line ends with the Löwdin charge.
Geometry (Å):
H: 1.09263 5.14977 0.92470  0.1289
H: 3.03166 2.69829 -4.10948  0.1281
H: 2.17955 -4.69890 -0.30676  0.1181
C: 1.88187 -1.09729 -1.69425  -0.1746
C: 3.34349 1.09307 1.74455  -0.3526
H: 1.28086 -2.91010 1.14444  0.1245
C: -3.24699 2.09005 2.47689  -0.0432
H: 2.79565 0.24282 -3.94453  0.1156
H: -4.41708 1.36166 4.13570  0.1086
H: 2.83403 -4.20391 -2.63997  0.1103
S: 2.19425 0.82334 3.10517  0.8955
O: 0.45254 2.54752 0.99130  -0.0328
H: 2.87315 4.93003 -2.97892  0.1154
C: -3.65302 1.14364 3.40246  -0.0951
H: 3.35049 3.21716 1.99321  0.1123
C: 2.13947 3.06563 -2.17662  -0.1523
C: 5.01971 1.52328 -0.44018  -0.2625
F: -2.29959 -2.77269 -1.84843  -0.2424
F: -2.18978 -3.48318 1.53533  -0.2561
C: -2.07264 -0.35766 2.41379  -0.1913
C: -3.05535 -0.10082 3.35536  -0.6579
H: 5.23130 1.87022 -2.54716  0.0654
C: 3.72577 2.38413 1.41431  -0.0729
F: -0.94017 -4.21956 -0.42448  -0.2411
C: 2.38658 4.45689 -2.13601  -0.0351
C: 2.56299 2.24297 -3.24523  0.0065
N: -1.66974 0.56318 1.53378  0.0093
Pd: 0.41179 -0.13197 0.53297  1.1723
H: 0.77106 2.72297 1.91439  0.0727
F: -3.41334 -4.48742 -0.40330  -0.2262
H: -3.69072 3.07527 2.45639  0.1094
N: 1.32449 1.08657 -1.04395  0.1214
C: 4.67448 0.22976 -0.05437  -0.0318
C: 1.49186 2.44306 -1.09403  -0.1185
C: 2.02705 5.17869 -1.03325  -0.0626
As: -2.31416 -3.19047 -0.17330  0.7361
H: -1.61333 -1.33620 2.36844  0.0811
C: 1.08636 3.23068 0.02388  -0.2720
H: -1.93157 2.47491 0.82820  0.1046
C: 2.47604 -3.40931 -2.00022  -0.0548
C: 2.11827 -3.68852 -0.68771  -0.0509
H: 2.66150 -1.91414 -3.52332  0.1113
H: 3.58271 -0.99660 1.32409  0.1070
O: 1.18579 -0.15264 2.42872  -0.5524
F: -3.58726 -2.05731 0.11881  -0.2394
C: 1.37637 4.56831 0.05658  0.0084
F: -1.15762 -1.82720 0.09204  -0.3294
O: 1.58535 2.16577 3.32508  -0.4854
C: 2.36741 -2.12275 -2.50256  -0.0094
H: 6.45330 2.67188 -1.56381  0.0821
C: 2.42924 0.89166 -3.16285  0.0174
C: 1.84171 0.32834 -2.00998  -0.1908
C: 4.55427 2.59095 0.32225  -0.0321
Br: -3.55747 -1.46273 4.55390  0.7848
C: 5.86244 1.76169 -1.66110  -0.0353
C: -2.25581 1.76254 1.57081  -0.1262
C: 3.85202 0.01121 1.03876  -0.0833
C: 1.61983 -2.68616 0.14018  -0.0788
C: 1.50351 -1.42505 -0.39975  -0.1920
H: 6.54120 0.92865 -1.84161  0.0820
H: 4.82878 3.60260 0.04570  0.1194
H: 2.23164 6.24031 -0.99241  0.1102
H: 5.04145 -0.61739 -0.62290  0.1220

The following is a DFT calculation (wB97M-V/def2-TZVPD) of the ion C6H12N with charge +1 at a distorted geometry.

For the energy above the lowest of the compared OMol25 structures with the same formula, charge and spin, the calculation gives 2.481 eV. The value obtained for the largest force on an atom is 4.6 eV/Å. Its structure (SMILES) is C=C(C)C=[N+](C)C. As for the energy: -290.2307 Ha. Its gap between HOMO and LUMO is 0.3549 Eh. The value obtained for the HOMO energy is -14.192 eV. The net charge is +1. The spin multiplicity is 1.

Each line ends with the Löwdin charge.
Geometry (Å):
N: 1.08394 -0.34529 -0.02504  -0.1598
H: -0.51172 1.44768 1.12760  0.1265
H: 2.96631 -0.62574 -0.33257  0.0862
H: 2.38888 -1.89801 0.80437  0.1437
H: 2.49274 -0.22164 1.25394  0.1183
H: -1.87912 1.81438 -0.24726  0.1550
C: -1.51526 1.07119 0.62434  -0.0625
C: -2.36892 -0.97236 -0.64019  0.1470
H: 1.21825 1.84532 -0.00522  0.1095
C: 2.29582 -0.85594 0.41819  -0.0042
H: 0.13360 1.08814 -1.08508  0.0885
H: -2.37363 0.88234 1.24864  0.0899
C: -0.06125 -0.86561 0.18039  0.0585
H: -2.31359 -1.94609 -0.89123  0.0550
C: 1.14710 0.98888 -0.67990  0.0236
H: 0.07255 -1.87315 0.51812  0.1529
H: -3.24478 -0.44050 -0.84516  0.0816
C: -1.45406 -0.25368 0.00360  -0.3302
H: 1.92316 1.16009 -1.42753  0.1204

The following is a DFT calculation (wB97M-V/def2-TZVPD) of the molecule C2H4N4 at a distorted geometry.

For the energy above the lowest of the compared OMol25 structures with the same formula, charge and spin, the calculation gives 1.708 eV. The value obtained for the largest force on an atom is 1.6 eV/Å. Its structure (SMILES) is NC1=NCN=N1. As for the energy: -297.5815 Ha. Its gap between HOMO and LUMO is 0.3697 Eh. The value obtained for the HOMO energy is -9.596 eV. The spin multiplicity is 1.

Each line ends with the Löwdin charge.
Geometry (Å):
H: 2.39914 -0.87893 -0.12948  0.0948
H: 2.37050 0.83293 -0.19947  0.1001
N: 1.88990 -0.03866 -0.35774  0.1397
C: -1.46446 0.43475 0.18797  -0.2742
H: -1.94297 -0.06878 -0.71167  0.1488
H: -2.23999 1.02517 0.67805  0.1190
N: -1.28965 -0.97916 0.46897  0.0124
N: -0.09664 -1.25711 0.16455  0.0501
C: 0.56353 -0.02788 -0.07020  -0.4938
N: -0.20618 1.01513 -0.03291  0.1032

The following is a DFT calculation (wB97M-V/def2-TZVPD) of a cluster of 6 separate species, C6H24O5 in total at a distorted geometry.

For the energy above the lowest of the compared OMol25 structures with the same formula, charge and spin, the calculation gives 0.570 eV. The value obtained for the largest force on an atom is 2.2 eV/Å. Its structure (SMILES) is CCC(C)CC.O.O.O.O.O. As for the energy: -619.1548 Ha. Its gap between HOMO and LUMO is 0.3949 Eh. The value obtained for the HOMO energy is -10.588 eV. The spin multiplicity is 1.

Each line ends with the Löwdin charge.
Geometry (Å):
H: -1.17173 -1.50191 2.35880  0.0792
C: -1.27389 0.40668 1.36121  -0.2343
H: 2.56518 2.31942 1.50735  0.0609
O: 2.53954 -0.42918 -1.91188  -0.0507
H: 0.08358 2.82612 1.48925  0.1186
H: 2.42535 1.90455 -0.25267  0.0658
O: -3.36950 -0.35234 -1.66304  -0.0345
O: 1.60229 -2.35265 -0.04049  -0.0511
H: 1.79644 -1.89133 0.78466  0.0564
H: 0.17886 1.46003 3.50864  0.0801
H: 2.17278 -1.31862 -1.90974  0.0052
H: 0.75384 -0.23023 3.30897  0.0739
H: 1.80096 0.99530 2.93172  0.0645
H: -0.17867 -2.54006 -0.84631  0.0248
O: -0.85976 0.73838 -2.18389  -0.0636
O: -0.45931 -1.87842 -1.48866  -0.0684
H: -1.76200 1.00700 2.14737  0.1187
H: 1.69241 -0.02135 -2.14027  0.0172
C: 0.54002 2.13988 0.75200  -0.2308
H: 0.80163 -0.04856 1.05355  0.1072
H: 2.49087 -2.42679 -0.39884  0.0550
C: 0.73176 0.77498 2.87150  -0.0779
H: -0.91043 -1.64187 0.69331  0.0385
H: -1.13740 0.43025 -1.31151  -0.0142
C: 2.00833 2.47150 0.58564  -0.0901
H: -2.97052 -1.21122 -1.78062  0.0102
C: 0.21430 0.80593 1.41665  -0.3983
H: -0.19033 0.05540 -2.34948  0.0016
C: -1.51442 -1.07561 1.41068  -0.0914
H: -0.04315 2.28286 -0.15847  0.0972
H: -3.70484 -0.42596 -0.76008  0.0388
H: -1.22622 -2.21843 -1.95805  0.0528
H: 2.18838 3.50149 0.26398  0.0736
H: -1.70929 0.98222 0.53125  0.0957
H: -2.55872 -1.32810 1.23180  0.0696

The following is a DFT calculation (wB97M-V/def2-TZVPD) of a cluster of 2 separate species, C12H18ClF3N2O4P in total at a distorted geometry.

The value obtained for the largest force on an atom is 5.3 eV/Å. As for the energy: -1979.4121 Ha. Its gap between HOMO and LUMO is 0.2484 Eh. The value obtained for the HOMO energy is -3.993 eV. The net charge is -1. The spin multiplicity is 1.

Each line ends with the Löwdin charge.
Geometry (Å):
C: -0.22312 -0.21644 -6.23572  -0.0968
C: 0.71095 1.00800 2.51528  -0.5924
C: 0.93130 -0.30914 -5.46511  -0.0845
H: -2.37337 -0.42662 -6.22512  0.0950
H: -2.52691 -2.77902 1.40751  0.0679
H: 1.57011 -2.74954 0.82903  0.0882
C: -1.48237 -0.84294 -4.31208  -0.1350
H: 2.60538 1.26988 3.80170  0.1528
H: -0.07841 -1.98653 2.48269  0.0319
F: 3.05117 4.67374 4.23273  0.0131
H: 0.34495 -0.60504 4.13401  0.1573
H: -3.00806 -0.06549 -0.36702  0.0551
F: 1.57764 4.75796 2.28752  0.0176
O: 1.12457 -0.09218 1.58173  -0.3224
H: 1.90682 -0.10268 -5.89057  0.0954
H: -0.13781 -3.35753 0.28201  0.0758
C: 0.80348 -0.67432 -4.13462  -0.1385
F: 0.74521 5.23325 4.47074  0.0056
C: 0.54876 -2.38328 0.33463  -0.4055
H: 1.35031 -2.62143 -1.63239  0.0469
O: 1.25611 2.96350 3.98710  -0.0848
H: 2.60346 2.41380 2.28866  0.1497
P: -0.35761 -1.05635 1.41244  0.4933
C: -2.03170 -1.85280 0.85045  -0.2694
Cl: -0.46390 2.31121 1.81291  0.6314
H: -0.16253 0.06554 -7.28285  0.0971
H: 1.67538 -0.76401 -3.49271  0.0978
H: -2.42009 -1.06206 -3.80975  0.0970
H: -0.64594 -0.12291 0.35201  0.0271
N: 0.81488 -1.90369 -1.07914  -0.1022
C: 1.91821 1.97240 3.12725  -0.1359
N: -0.37876 -0.94305 -3.53918  0.0651
C: -1.45558 -0.48889 -5.65151  -0.0871
O: -0.94239 0.96846 4.65046  -0.0827
C: 1.69208 4.33914 3.70489  -0.2636
H: -0.14818 -1.82143 -1.51374  0.0224
C: -0.28631 0.22678 3.55903  -0.4180
H: -0.90035 0.39508 5.48763  0.1130
O: -1.36788 -0.28121 2.65097  -0.3555
C: -2.73837 -1.22704 -0.33843  -0.1452
H: -3.10114 -1.86312 -1.27343  0.0229

The following is a DFT calculation (wB97M-V/def2-TZVPD) of a structure of composition C35H46Br2N9NaO5PS at a distorted geometry.

For the energy above the lowest of the compared OMol25 structures with the same formula, charge and spin, the calculation gives 1.806 eV. The value obtained for the largest force on an atom is 1.1 eV/Å. As for the energy: -8280.1601 Ha. Its gap between HOMO and LUMO (alpha / beta) is 0.1420 / 0.1615 Eh. The value obtained for the HOMO energy (alpha / beta) is -2.159 / -2.690 eV. The net charge is -1. The spin multiplicity is 1.

Each line ends with the Löwdin charge.
Geometry (Å):
H: 0.85887 -3.03696 2.53172  0.0986
C: 1.67781 -6.69545 -1.12254  -0.3041
H: -0.55031 -3.29913 -5.34984  0.1025
C: 0.29169 -4.82914 -4.09433  -0.0100
C: 0.92460 1.89409 -6.40461  -0.1747
H: -1.12180 -1.76480 3.79682  0.1202
H: 0.73871 3.99847 -4.54619  0.1143
C: -0.49949 -2.74610 -3.27161  -0.1309
H: -1.81122 -1.46265 7.93746  0.0747
H: 1.93206 0.83334 -1.80959  0.0708
O: -2.55701 1.11256 1.10974  -0.3507
N: -0.22267 -0.78086 2.22620  0.0920
H: 1.97826 2.14186 -6.25703  0.1043
H: 1.60810 1.99828 8.28233  0.0615
C: -0.27789 -3.60739 -4.34978  -0.0366
N: 0.59086 -3.60208 0.57821  0.1448
C: -4.00640 -2.07092 -0.49319  -0.9649
H: -3.43414 1.39923 -2.27121  0.0134
N: 1.56888 -7.37325 -3.31356  -0.2299
H: -4.29184 3.29927 -1.19119  0.1182
C: 2.97029 2.57426 -1.04271  -0.1710
C: -0.32715 -1.08126 3.51213  -0.0916
C: 0.50457 -0.57364 4.50575  -0.1372
S: 2.28091 -8.55218 -2.46038  0.9595
N: -0.19444 -3.04421 -2.02322  0.1468
H: -4.45218 -2.91754 -0.99715  -0.0057
H: 0.49328 -5.55131 -4.87503  0.1112
N: 0.32832 -0.11619 6.91888  -0.0647
H: -0.91207 -1.75654 -3.42916  0.0531
H: 0.58760 3.99723 -6.96582  0.1019
O: 0.06765 -2.21926 6.14790  0.0497
C: 1.65020 -5.00927 2.19537  -0.0314
H: -3.54935 5.54071 -1.82673  0.1049
N: 0.77676 2.63914 -1.91539  -0.1491
C: -1.82340 4.23422 -2.05899  -0.2085
H: 1.95815 -5.13319 3.22449  0.1052
Na: -0.66499 -1.28563 -0.24280  -0.0859
C: 0.09219 3.17613 -6.44574  -0.1828
C: 0.97128 3.89402 -1.19386  -0.2088
Br: -2.87139 -2.72852 0.92449  0.6991
C: 2.05986 1.89347 -2.04794  -0.1969
C: 0.38380 1.13158 -5.18636  -0.2011
C: 0.28539 -1.03818 5.90520  -0.4089
H: -3.21161 2.22595 -3.82631  0.1152
H: 2.82695 2.12079 -0.06060  0.1003
C: -3.14642 2.33490 -2.73252  -0.2201
H: 0.01643 1.53481 5.69558  0.1167
H: 2.90699 4.55127 -1.90921  0.1031
C: 2.48908 4.02144 -1.04794  -0.1755
H: 2.75541 4.57664 -0.14683  0.1027
H: 0.49591 3.83856 -0.20839  0.1193
C: 1.28423 -6.40642 -2.45994  -0.3053
C: 1.65632 0.57850 2.76556  -0.0211
H: 2.25507 0.64281 4.82225  0.1004
H: 0.63140 0.07313 8.95930  0.1066
C: 1.44789 -5.72956 -0.06623  -0.0929
C: 0.64673 -5.14342 -2.78092  -0.0935
N: 2.25359 -7.87695 -0.98857  -0.2284
C: 1.01334 -3.82666 1.80203  -0.0927
H: 0.80492 0.32965 0.81132  0.0487
H: -1.43558 -1.18620 9.64552  0.0699
H: -3.25806 5.01828 -3.49015  0.1027
H: -5.00911 3.46245 -2.80573  0.1055
H: -1.01443 4.09537 -4.80276  0.1012
H: -0.31887 0.34546 -5.47752  0.1057
H: 1.18299 0.64605 -4.62547  0.1004
H: 0.84617 1.30907 -7.32137  0.1002
C: 0.39466 -4.21737 -1.75845  -0.1121
C: -4.07083 3.44711 -2.24965  -0.1686
H: 4.02072 2.47130 -1.31464  0.1077
H: 2.34900 -6.91680 1.47080  0.1106
H: 1.35670 3.14773 6.96932  0.0752
O: -0.41768 0.44976 -2.54021  -0.3003
H: -1.86238 0.17655 8.60821  0.0641
Br: -3.02896 -1.01551 -1.76242  0.8472
H: -1.62924 4.42282 -1.00022  0.1148
C: 0.74421 0.05503 1.85213  -0.1467
O: 1.71563 -0.87922 -0.27514  -0.4805
H: -1.06603 4.76691 -2.63642  0.0811
N: -1.82361 2.79028 -2.32914  -0.1688
H: 2.45428 1.21807 2.41358  0.1005
C: 0.13622 -0.61706 8.27274  -0.2129
C: 1.46190 2.08760 7.20469  -0.0785
C: 1.53822 0.26449 4.10357  -0.0304
C: 0.22646 1.32509 6.74106  -0.2103
C: 1.86165 -5.97709 1.24539  -0.0098
O: -1.59345 0.89810 0.22665  -0.4252
H: 2.46939 2.00534 -3.06470  0.1062
C: -0.13350 3.47020 -4.96685  -0.2246
H: -4.73976 -1.42845 -0.02386  0.0028
H: 0.56345 4.75920 -1.71882  0.0827
H: -0.64335 1.67706 7.30612  0.1143
N: -0.31003 2.15176 -4.38281  -0.1856
C: 0.80623 -4.51818 -0.36492  -0.1265
C: -1.33453 -0.77844 8.63809  -0.0743
H: 2.36054 1.71474 6.71403  0.0618
H: -0.86786 2.99071 -6.93336  0.1082
P: -0.47948 1.91848 -2.71035  0.5632
H: 0.63850 -1.57940 8.34747  0.1152
C: -3.22880 4.70099 -2.44375  -0.1709